(1)
Formula: C7H9NO
Source: the OMol25 dataset
Level of theory: wB97M-V/def2-TZVPD

```
18
Properties=species:S:1:pos:R:3:forces:R:3:nbo_charge:R:1
O -0.4849 0.7449 -3.7066 -0.5 -1.0 -1.0 -0.7002
N -0.8006 0.3079 1.0465 -1.0 0.3 0.6 -0.4244
C -0.4440 0.1841 2.2558 2.1 0.9 -0.7 0.1403
C 0.8862 -0.8200 -0.2535 0.6 -1.7 3.0 -0.2532
C -1.4944 0.2968 3.3176 -1.1 0.0 3.2 -0.6883
C -0.0285 0.1554 -0.0749 1.7 -1.4 0.0 -0.0243
C 0.6717 0.7383 -2.9640 1.0 1.5 -1.7 0.0710
C 1.5361 -1.1634 -1.5358 -2.5 3.0 1.1 -0.2472
C 1.2133 -0.3641 -2.5075 0.6 0.9 -0.8 -0.0501
H 1.2141 -1.5116 0.6711 -1.1 1.5 -2.1 0.1971
H -0.5878 -0.1090 -4.2106 0.2 1.2 1.1 0.4901
H 1.1551 1.8135 -3.0383 -0.7 -2.4 0.6 0.2046
H -1.1574 0.2711 4.4411 0.1 0.1 -2.2 0.2194
H -2.1397 -0.6121 3.2825 0.2 0.7 -0.3 0.2378
H -0.1834 0.7431 -0.9626 -0.8 0.5 0.3 0.2079
H 2.1231 -1.9752 -1.5206 2.2 -2.7 -0.5 0.2140
H -2.2021 1.2108 3.3134 1.4 -1.4 -0.7 0.2471
H 0.7235 0.0896 2.4465 -2.3 0.0 0.2 0.1586
```
Forces are in eV/Å.

As for the HOMO energy: -8.106 eV. The value obtained for the total energy is -401.9574 Eh. Its structure (SMILES) is C/C=N/C=C/C=C=CO. As for the LUMO energy: 0.25 eV. Its energy relative to the best compared isomer or geometry (same formula, charge and spin) is 482.1 kJ/mol. The gap between HOMO and LUMO is 8.4 eV.

(2)
Formula: C7H9NO
Source: the OMol25 dataset
Level of theory: wB97M-V/def2-TZVPD

```
18
Properties=species:S:1:pos:R:3:forces:R:3:nbo_charge:R:1
O -1.6747 -0.8748 2.0872 -0.8 -0.5 0.5 -0.5053
N 0.8317 1.7921 1.5681 -2.9 -0.8 0.0 -0.5216
C 0.3397 0.3609 1.3745 2.5 -0.8 1.7 -0.2328
C -1.0895 -0.1461 -1.1212 -0.1 1.0 0.8 -0.3680
C -0.4736 -1.2161 -0.0165 -2.9 -1.4 -0.9 -0.3181
C 0.1391 1.3179 0.3519 -2.0 1.6 -3.1 -0.0824
C 0.2979 0.5646 -1.0494 1.1 -0.5 2.6 -0.2152
C -0.7541 -0.6347 1.3825 0.7 0.9 -0.4 0.5971
C 0.8282 -0.8761 -0.6680 2.2 0.0 -2.5 -0.4325
H -0.8538 -2.2902 -0.0231 0.5 1.4 -0.3 0.2417
H -1.2613 -0.5226 -2.1355 -0.1 -0.4 0.5 0.2257
H -1.9301 0.5443 -0.8166 0.6 -1.1 -0.2 0.2177
H 1.2393 -0.2874 1.0559 -1.4 1.6 1.5 0.2052
H 1.7919 1.7005 1.5051 2.5 -0.1 -0.2 0.3443
H 0.7813 -1.3442 -1.6656 0.5 -0.4 0.3 0.2186
H -0.8656 1.8605 0.2432 1.4 -0.7 0.8 0.1915
H 0.7717 1.1251 -1.8372 -0.2 0.0 -0.5 0.2206
H 1.8820 -1.0736 -0.2353 -1.7 0.2 -0.6 0.2136
```
Forces are in eV/Å.

As for the HOMO energy: -9.305 eV. The value obtained for the total energy is -401.9325 Eh. Its structure (SMILES) is O=C1[C@H]2C[C@H](C2)[C@@H]2N[C@@H]12. As for the LUMO energy: 0.78 eV. Its energy relative to the best compared isomer or geometry (same formula, charge and spin) is 547.4 kJ/mol. The gap between HOMO and LUMO is 10.1 eV.

(3)
Formula: C7H9NO2
Source: the OMol25 dataset
Level of theory: wB97M-V/def2-TZVPD

```
19
Properties=species:S:1:pos:R:3:forces:R:3:nbo_charge:R:1
O 3.3996 0.5900 1.2319 -1.6 0.8 -2.5 -0.5534
O 3.4763 2.5017 -1.5024 -1.5 -1.7 0.0 -0.5089
N 0.6488 1.3839 -2.4909 -3.4 -1.6 1.1 -0.7955
C 1.3456 1.1124 -1.3464 0.9 0.2 0.0 0.1738
C -0.8065 1.0187 1.1269 0.3 2.2 -3.2 -0.5671
C 1.2882 0.5059 -0.0376 -1.3 0.3 -2.3 -0.0666
C 2.7382 1.6310 -1.0747 1.3 1.2 0.7 0.4474
C -0.6903 -1.0875 -0.1143 2.1 -0.2 0.5 -0.5810
C 0.1266 -0.0902 0.7318 0.1 -0.1 0.1 -0.2688
C 2.6659 0.8390 0.2600 2.0 -0.7 2.5 0.4250
H 0.4237 -0.6165 1.6211 0.8 -0.1 0.4 0.2292
H -0.4114 1.0703 -2.4900 3.2 0.9 -0.3 0.4058
H -1.7203 -1.1586 0.1044 -1.1 0.0 0.7 0.2126
H -1.0073 1.5426 0.0916 -0.2 -0.6 1.9 0.1746
H -0.2160 -2.0692 -0.0402 -0.2 0.0 -0.3 0.2209
H -0.4675 1.8248 1.7675 0.3 -0.2 0.3 0.2265
H -1.7051 0.5949 1.4465 -1.5 -0.4 0.8 0.2088
H -0.5957 -0.7021 -1.0854 -0.1 0.0 -1.8 0.1844
H 1.0588 1.6102 -3.4079 0.0 -0.1 1.2 0.4322
```
Forces are in eV/Å.

As for the HOMO energy: -9.061 eV. The value obtained for the total energy is -477.2995 Eh. Its structure (SMILES) is CC(C)c1c(N)c(=O)c1=O. As for the LUMO energy: 0.27 eV. Its energy relative to the best compared isomer or geometry (same formula, charge and spin) is 242.5 kJ/mol. The gap between HOMO and LUMO is 9.3 eV.

(4)
Formula: C7H9NO2S
Source: the OMol25 dataset
Level of theory: wB97M-V/def2-TZVPD

```
20
Properties=species:S:1:pos:R:3:forces:R:3:nbo_charge:R:1
S 1.2470 -0.7600 -1.0129 1.5 0.2 -0.7 0.3636
O -0.2658 1.7835 -1.2183 1.7 0.8 -3.0 -0.5333
O -0.6242 2.7437 0.6699 0.0 0.6 0.9 -0.2147
N -0.9019 1.8150 -0.0660 -1.2 -0.4 0.8 0.2493
C 1.5384 -0.0763 1.3834 1.9 1.0 0.3 -0.2377
C 2.8660 -0.2357 -0.5484 -0.6 -0.3 0.2 -0.3926
C -0.8822 -0.9169 0.7378 -0.8 0.6 -1.5 -0.4695
C 0.5523 -0.4278 0.5125 0.4 -1.2 0.9 -0.2202
C -1.6768 -1.0276 -0.6200 1.5 1.6 2.6 -0.1629
C 2.9293 0.0786 0.7735 -2.6 -0.4 0.4 -0.2440
C -2.7646 -0.2944 -0.7829 -1.8 -2.2 -1.3 -0.4134
H 3.6483 -0.2295 -1.3015 -0.2 0.0 0.2 0.2381
H -3.4960 -0.5969 -1.5351 0.7 0.5 -0.9 0.1996
H -0.9024 -1.9219 1.1528 0.3 -0.1 0.3 0.2299
H -0.5001 1.0678 -1.8450 -0.6 0.1 1.2 0.5103
H 3.8221 0.3915 1.3376 -0.7 -0.2 -0.4 0.2334
H -3.3502 0.2263 -0.0732 0.4 0.8 1.4 0.2045
H 1.3846 0.1783 2.4440 -0.1 -0.3 -0.6 0.2225
H -1.5108 -0.2622 1.3632 0.7 -0.2 0.1 0.2340
H -1.1130 -1.5355 -1.3716 -0.5 -0.7 -0.7 0.2031
```
Forces are in eV/Å.

As for the spin multiplicity: 3. As for the HOMO energy (alpha / beta): -7.564 / -8.934 eV. The value obtained for the total energy is -875.2957 Eh. As for the LUMO energy (alpha / beta): 0.63 / -1.61 eV. Its energy relative to the best compared isomer or geometry (same formula, charge and spin) is 202.0 kJ/mol. The gap between HOMO and LUMO (alpha / beta) is 8.2 / 7.3 eV.

(5)
Formula: C7H9NO3S
Source: the OMol25 dataset
Level of theory: wB97M-V/def2-TZVPD

```
21
Properties=species:S:1:pos:R:3:forces:R:3:nbo_charge:R:1
S -1.3929 0.3417 -1.4753 -1.4 -1.7 3.8 2.2558
O -2.5053 1.1059 -1.8678 -0.7 2.3 -1.6 -0.9418
O 0.4825 -0.0157 1.9469 0.5 0.0 0.4 -0.4012
O -1.2732 -0.9889 -1.9710 1.2 -0.4 -1.0 -0.9459
N -1.8454 0.0914 0.2094 2.7 -0.7 -1.3 -0.8732
C 2.2617 -0.9105 0.9658 2.9 -0.5 -1.4 -0.3144
C -1.3563 -1.1793 0.7409 0.2 1.8 1.8 -0.2845
C 0.2377 1.1706 -1.4674 -2.6 -1.6 0.4 -0.4559
C 1.8592 0.0316 1.8398 -0.1 -0.8 0.3 0.0600
C 1.1329 -1.5254 0.4291 -2.6 -2.1 -0.1 -0.3478
C 0.1855 2.4719 -1.4499 2.1 2.0 0.3 -0.3079
C 0.0610 -1.0043 1.1245 1.5 -0.1 -1.5 0.2896
H 0.9540 -2.4218 -0.2606 0.8 1.7 0.9 0.2476
H 2.4953 0.5102 2.5685 -0.7 0.6 0.0 0.2117
H -2.7361 0.3703 0.5241 -1.1 0.6 -0.4 0.4079
H 0.9695 0.3941 -1.2891 0.5 0.5 -0.2 0.2669
H 1.1484 3.0415 -1.3468 -1.0 -0.6 -0.2 0.2154
H 3.3076 -1.1860 0.6243 -1.4 0.7 0.9 0.2344
H -0.6974 3.1060 -1.4717 -0.1 -0.6 -0.2 0.2392
H -1.9217 -1.4759 1.6185 -0.5 0.0 0.0 0.2157
H -1.3670 -1.9273 0.0079 -0.3 -1.3 -0.9 0.2284
```
Forces are in eV/Å.

As for the HOMO energy: -8.751 eV. The value obtained for the total energy is -950.6862 Eh. Its structure (SMILES) is C=CS(=O)(=O)NCc1ccco1. As for the LUMO energy: 0.49 eV. Its energy relative to the best compared isomer or geometry (same formula, charge and spin) is 288.5 kJ/mol. The gap between HOMO and LUMO is 9.2 eV.

(6)
Formula: C7H9NO4S2
Source: the OMol25 dataset
Level of theory: wB97M-V/def2-TZVPD

```
23
Properties=species:S:1:pos:R:3:forces:R:3:nbo_charge:R:1
S 0.1505 2.5802 -1.5073 0.0 0.1 0.4 0.4904
S -1.4287 0.6830 0.2843 1.0 1.4 0.8 1.5887
O -1.0025 -0.0623 -0.9042 -0.1 -0.3 -0.7 -1.0027
O -0.4286 0.3045 1.5355 -0.1 0.5 -0.4 -0.8940
O -2.1798 -1.6268 1.3989 -0.8 0.6 0.8 -0.6979
O -1.9556 -3.5253 0.1584 -0.8 -0.5 -0.1 -0.5967
N 0.4450 -2.2415 -0.4734 -0.2 0.4 0.2 -0.4872
C 0.8330 4.0389 -0.9108 -0.2 -0.3 -0.2 -0.4048
C 1.4324 -2.8938 -1.2926 0.5 -0.2 -0.1 -0.4168
C -0.5450 2.2496 0.0381 -0.2 -0.4 -0.2 -0.4960
C 0.5352 4.2539 0.3985 0.1 0.1 -0.1 -0.2582
C -0.1323 -2.7601 0.5584 -0.2 -0.4 -0.7 0.1240
C -1.6364 -2.5277 0.8060 1.3 -0.6 -0.4 0.7562
C -0.2632 3.2254 0.9439 -0.2 -0.2 0.1 -0.2320
H -0.8742 -0.4107 2.0185 -0.4 -0.3 -0.1 0.5202
H 1.4200 4.6530 -1.5659 0.1 0.1 -0.1 0.2387
H 0.9551 -3.3266 -2.1755 0.0 0.0 0.1 0.2181
H 2.1780 -2.1684 -1.6190 0.0 -0.1 0.0 0.2154
H 0.0241 -1.3678 -0.8458 0.1 -0.3 0.2 0.4566
H 0.2631 -3.6860 0.9597 0.2 0.1 0.1 0.2065
H -0.5913 3.1923 1.9678 0.0 0.0 0.2 0.2353
H 1.9217 -3.6907 -0.7297 0.0 0.1 -0.1 0.2087
H 0.8795 5.1067 0.9562 0.0 0.1 0.1 0.2277
```
Forces are in eV/Å.

As for the HOMO energy: -9.325 eV. The value obtained for the total energy is -1424.1737 Eh. As for the LUMO energy: 0.50 eV. Its energy relative to the best compared isomer or geometry (same formula, charge and spin) is 0.0 kJ/mol. The gap between HOMO and LUMO is 9.8 eV.